The following is a DFT calculation (ωB97M-V/def2-TZVPD) of a molecular structure, C31H25F4MoN4Sb2.

ORCA input file:
```
! wB97M-V def2-TZVPD RIJCOSX def2/J DEFGRID3
* xyz 3 1
Mo 1.281 0.764 -0.586
C 2.471 3.280 2.652
Sb 2.809 1.629 1.390
C 2.722 1.646 -1.799
C 4.300 0.449 2.377
C 3.694 0.146 3.721
C 4.088 0.927 4.814
C 3.603 0.676 6.083
C 2.708 -0.372 6.282
C 2.304 -1.147 5.210
C 2.777 -0.904 3.919
C 2.261 -1.758 2.798
Sb 0.649 -0.674 1.874
C -0.887 -1.946 1.144
C -0.278 0.350 3.472
H 3.346 3.932 2.593
H 2.371 2.923 3.677
H 1.578 3.810 2.328
H 3.434 0.834 -1.992
H 3.234 2.601 -1.757
H 1.959 1.707 -2.607
H 5.212 1.038 2.466
H 4.506 -0.421 1.756
H 4.822 1.712 4.670
H 3.940 1.272 6.919
H 2.343 -0.593 7.275
H 1.625 -1.975 5.378
H 1.848 -2.695 3.172
H 2.998 -1.996 2.033
H -1.291 -2.465 2.014
H -0.471 -2.661 0.439
H -1.666 -1.339 0.685
H -0.676 -0.395 4.161
H -1.090 0.956 3.076
H 0.441 0.973 4.001
F -0.181 -2.537 -4.147
C -1.444 -2.820 -4.473
C -1.705 -3.592 -5.552
F -0.705 -4.049 -6.261
C -3.064 -3.917 -5.934
C -4.098 -3.370 -5.080
C -3.808 -2.605 -3.999
F -4.789 -2.124 -3.253
C -2.468 -2.282 -3.647
C -2.165 -1.459 -2.557
C -0.890 -1.023 -2.193
N 0.036 -0.493 -1.734
C -3.096 -0.888 -1.626
N -3.657 -0.397 -0.750
F -5.350 -3.615 -5.358
C -3.351 -4.684 -7.034
C -4.679 -5.019 -7.437
N -5.720 -5.325 -7.818
C -2.350 -5.230 -7.895
N -1.590 -5.699 -8.618
C 0.226 2.088 -0.238
C -0.644 3.189 -0.036
C -2.019 2.953 0.148
C -2.868 4.024 0.340
C -2.362 5.321 0.352
C -1.002 5.560 0.163
C -0.139 4.502 -0.036
H -2.410 1.943 0.122
H -3.928 3.855 0.473
H -3.034 6.156 0.499
H -0.627 6.574 0.156
H 0.914 4.679 -0.219
*
```

Computed properties:
E_LUMO: -11.038 eV
Max |F|: 0.65 eV/Å
HOMO energy: -16.3 eV
DFT total energy: -64279.327 eV
ΔE to the lowest compared entry with this formula, charge and spin: 10.4 kcal per mole

=====

The following is a DFT calculation (ωB97M-V/def2-TZVPD) of a single C7H11NO3S molecule at a distorted geometry.

ORCA input file:
```
! wB97M-V def2-TZVPD RIJCOSX def2/J DEFGRID3
* xyz 0 1
C -1.387 0.979 -0.713
C -0.219 -0.512 1.107
C -1.303 -0.464 -2.575
C -0.087 -1.266 -1.897
C -0.104 0.675 0.084
C 0.577 -1.461 3.089
C 1.503 2.363 0.180
N -1.870 0.592 -1.796
O -0.907 -1.462 0.902
O 0.612 -0.392 2.146
O 0.401 1.749 0.779
S 1.175 -0.210 -1.109
H -1.960 1.803 -0.313
H -1.146 -0.074 -3.556
H -2.203 -1.029 -2.527
H -0.454 -1.860 -1.077
H 0.374 -1.805 -2.684
H 1.603 -1.650 3.251
H -0.050 -2.282 2.494
H -0.014 -1.221 4.066
H 2.016 2.889 1.046
H 1.196 2.941 -0.629
H 2.250 1.693 -0.269
*
```

Computed properties:
E_LUMO: 0.583 eV
Max |F|: 3.64 eV/Å
HOMO energy: -8.7 eV
DFT total energy: -25902.445 eV
ΔE to the lowest compared entry with this formula, charge and spin: 85.3 kcal per mole

=====

The following is a DFT calculation (ωB97M-V/def2-TZVPD) of a molecular structure, C31H27Cl36F9N2O5S at a distorted geometry.

ORCA input file:
```
! wB97M-V def2-TZVPD RIJCOSX def2/J DEFGRID3
* xyz 0 1
C 4.641 4.768 -2.708
C 3.056 4.314 -2.668
C 2.837 2.781 -3.207
C 2.772 1.633 -2.039
C 3.450 0.184 -2.514
F 4.941 0.211 -2.506
C 2.998 -0.282 -4.025
C 2.364 -1.829 -4.062
N 3.586 2.235 -0.915
C 3.003 2.061 0.470
O 3.287 2.699 1.609
C 1.855 0.886 0.160
C 0.818 0.743 1.441
C 1.522 -0.362 2.480
O 1.021 -0.232 3.857
C 1.457 -1.338 4.721
C 2.944 -1.161 5.387
F 4.037 -0.883 4.428
F 3.277 -2.495 6.015
C 3.042 -0.060 6.597
F 4.517 0.176 6.822
F 2.553 -0.654 7.891
C 2.400 1.409 6.258
F 0.894 1.400 6.364
F 2.851 1.894 4.903
C 2.904 2.576 7.332
F 4.015 3.407 6.813
F 1.712 3.468 7.557
C 1.296 1.460 -1.271
C 0.358 2.798 -1.090
C -1.268 2.408 -1.041
O -1.891 1.936 0.043
O -2.104 2.633 -2.264
C -3.522 2.322 -1.977
C -4.659 3.456 -1.533
O -3.946 1.047 -2.124
N 0.466 0.578 -2.179
C 0.253 -0.671 -1.599
S -0.597 -1.948 -0.793
H 4.757 5.899 -3.064
H 5.151 4.119 -3.557
H 5.223 4.563 -1.701
H 2.524 4.544 -1.629
H 2.502 5.023 -3.451
H 1.856 2.668 -3.863
H 3.736 2.482 -3.931
H 3.139 -0.703 -1.789
H 2.177 0.401 -4.520
H 3.981 -0.333 -4.690
H 2.870 -2.495 -4.890
H 2.510 -2.393 -3.023
H 1.206 -1.839 -4.265
H 4.624 2.268 -1.017
H 2.457 -0.123 0.198
H -0.206 0.248 1.123
H 0.554 1.757 1.960
H 1.302 -1.428 1.997
H 2.688 -0.185 2.368
H 0.633 -1.586 5.548
H 1.506 -2.315 4.040
H 3.158 2.009 8.338
H 0.556 3.366 -0.066
H 0.456 3.582 -1.969
H -5.679 2.878 -1.398
H -4.358 4.058 -0.574
H -4.844 4.265 -2.391
C 7.031 -2.924 -3.805
Cl 7.872 -4.328 -4.511
Cl 5.578 -3.478 -2.936
Cl 8.121 -2.090 -2.668
Cl 6.556 -1.801 -5.103
C -2.085 6.272 0.293
Cl -1.903 7.012 1.904
Cl -3.713 6.623 -0.341
Cl -0.860 6.944 -0.811
Cl -1.866 4.508 0.421
C -8.812 4.147 -2.292
Cl -9.558 5.593 -3.018
Cl -7.996 3.200 -3.561
Cl -7.621 4.647 -1.065
Cl -10.073 3.150 -1.524
C -11.585 0.336 1.321
Cl -12.362 1.641 2.253
Cl -9.932 0.829 0.873
Cl -11.515 -1.142 2.314
Cl -12.530 0.016 -0.155
C 7.013 -3.438 -9.072
Cl 5.396 -2.788 -9.446
Cl 8.224 -2.140 -9.221
Cl 7.027 -4.075 -7.408
Cl 7.404 -4.749 -10.213
C -7.825 -3.013 3.480
Cl -9.121 -4.216 3.701
Cl -7.365 -2.338 5.063
Cl -6.409 -3.796 2.734
Cl -8.406 -1.703 2.421
C 4.896 -5.508 7.254
Cl 3.376 -6.191 7.887
Cl 5.132 -3.870 7.915
Cl 6.260 -6.546 7.739
Cl 4.815 -5.426 5.476
C -2.337 -5.575 -0.565
Cl -3.857 -6.257 0.067
Cl -2.102 -3.937 0.095
Cl -0.973 -6.613 -0.080
Cl -2.418 -5.492 -2.343
C -7.819 -7.156 -1.498
Cl -9.114 -8.359 -1.277
Cl -7.358 -6.481 0.085
Cl -6.403 -7.939 -2.244
Cl -8.399 -5.846 -2.556
*
```

Computed properties:
E_LUMO: -1.024 eV
Max |F|: 9.22 eV/Å
HOMO energy: -9.7 eV
DFT total energy: -531882.738 eV
ΔE to the lowest compared entry with this formula, charge and spin: 228.7 kcal per mole

=====

The following is a DFT calculation (ωB97M-V/def2-TZVPD) of 2 unconnected molecules or ions with the total composition C11H12Cl4N2O2 at a distorted geometry.

ORCA input file:
```
! wB97M-V def2-TZVPD RIJCOSX def2/J DEFGRID3
* xyz 0 1
Cl -0.406 0.142 2.470
C 0.537 1.370 1.704
C 1.910 1.390 1.882
Cl 2.790 -0.041 2.220
C 2.698 2.622 1.779
O 3.878 2.708 2.106
C 1.963 3.840 1.165
O 2.596 4.843 0.859
C 0.522 3.685 0.907
Cl -0.259 5.048 0.260
C -0.119 2.471 1.059
Cl -1.672 2.210 0.381
N -1.313 -2.753 1.313
C -1.841 -2.705 -0.037
C -1.333 -1.415 -0.684
C -1.374 -1.351 -2.229
C -0.011 -0.726 -2.612
C 0.898 -0.824 -1.357
N 0.018 -1.210 -0.325
H -1.679 -1.984 1.872
H -1.500 -3.627 1.795
H -1.441 -3.558 -0.610
H -2.941 -2.714 -0.083
H -1.931 -0.579 -0.262
H -1.470 -2.365 -2.639
H -2.229 -0.763 -2.591
H 0.429 -1.210 -3.484
H -0.146 0.336 -2.847
H 1.740 -1.530 -1.526
H 1.339 0.155 -1.086
H 0.348 -1.467 0.599
*
```

Computed properties:
E_LUMO: -2.537 eV
Max |F|: 2.58 eV/Å
HOMO energy: -7.9 eV
DFT total energy: -68764.249 eV
ΔE to the lowest compared entry with this formula, charge and spin: 17.8 kcal per mole

=====

The following is a DFT calculation (ωB97M-V/def2-TZVPD) of 2 unconnected molecules or ions with the total composition C6H4BrN at a distorted geometry.

ORCA input file:
```
! wB97M-V def2-TZVPD RIJCOSX def2/J DEFGRID3
* xyz 0 3
C -0.274 0.622 0.002
C 0.048 -0.664 -0.341
C 0.659 1.447 0.648
C 1.176 -1.396 0.040
C 1.790 0.735 0.969
C 2.011 -0.594 0.746
N 2.934 0.146 1.436
Br 4.877 -0.210 -0.544
H -1.194 0.957 -0.191
H -0.673 -1.328 -1.021
H 0.313 2.447 1.057
H 1.528 -2.399 -0.425
*
```

Computed properties:
E_LUMO (alpha / beta): 0.850 / -3.082 eV
Max |F|: 5.07 eV/Å
HOMO energy (alpha / beta): -7.7 / -9.8 eV
DFT total energy: -77813.264 eV

=====

The following is a DFT calculation (ωB97M-V/def2-TZVPD) of a molecular structure, C45H56N2O3P2PdS2Si.

ORCA input file:
```
! wB97M-V def2-TZVPD RIJCOSX def2/J DEFGRID3
* xyz -2 1
Pd -0.542 0.422 0.489
C -2.236 1.335 -2.972
C -2.182 -0.187 -3.110
C -3.521 -0.710 -3.623
C -1.062 -0.591 -4.067
O -1.897 -0.663 -1.807
Si -1.925 -2.126 -1.043
S -1.185 -2.061 0.860
O -1.061 -3.085 -2.108
C -1.042 -4.493 -2.264
C -1.037 -5.212 -0.915
C -2.257 -4.920 -3.087
C 0.240 -4.809 -3.031
O -3.471 -2.739 -1.184
C -4.591 -2.551 -0.308
C -5.823 -2.787 -1.176
C -4.628 -1.144 0.280
C -4.523 -3.598 0.803
H -2.357 1.808 -3.952
H -1.312 1.689 -2.513
H -3.052 1.630 -2.313
H -3.729 -0.292 -4.612
H -4.320 -0.409 -2.947
H -3.521 -1.798 -3.693
H -1.238 -0.148 -5.052
H -1.006 -1.674 -4.167
H -0.103 -0.233 -3.695
H -1.957 -5.008 -0.368
H -0.209 -4.858 -0.301
H -0.949 -6.293 -1.057
H -3.173 -4.625 -2.580
H -2.259 -6.004 -3.236
H -2.235 -4.435 -4.066
H 1.111 -4.525 -2.442
H 0.262 -4.238 -3.960
H 0.307 -5.874 -3.269
H -5.852 -2.065 -1.993
H -6.737 -2.680 -0.587
H -5.797 -3.793 -1.602
H -4.681 -0.390 -0.504
H -3.735 -0.935 0.866
H -5.500 -1.022 0.925
H -4.555 -4.602 0.373
H -5.368 -3.486 1.487
H -3.597 -3.477 1.362
C 2.491 1.916 0.130
N 2.842 1.907 1.533
C 1.887 1.548 2.567
P 0.099 1.881 2.159
C -0.555 1.453 3.831
C -0.276 2.183 4.985
C -0.790 1.792 6.210
C -1.594 0.661 6.293
C -1.879 -0.067 5.149
C -1.365 0.328 3.920
C 0.056 3.720 2.343
C -1.204 4.315 2.423
C -1.332 5.690 2.505
C -0.204 6.502 2.495
C 1.053 5.925 2.401
C 1.183 4.543 2.323
C 4.151 2.114 1.916
C 5.054 2.862 1.131
C 6.358 3.067 1.541
C 6.827 2.556 2.743
C 5.947 1.830 3.530
C 4.640 1.608 3.136
P 1.487 0.475 -0.546
C 1.921 0.874 -2.317
C 2.613 0.018 -3.173
C 2.768 0.327 -4.516
C 2.247 1.508 -5.029
C 1.560 2.373 -4.186
C 1.391 2.051 -2.850
C 2.674 -0.909 -0.287
C 4.021 -0.755 0.039
C 4.838 -1.858 0.240
C 4.320 -3.138 0.110
C 2.979 -3.303 -0.211
C 2.159 -2.200 -0.397
H 3.411 1.995 -0.445
H 1.886 2.802 -0.115
H 2.171 2.087 3.477
H 1.924 0.469 2.788
H 0.335 3.078 4.925
H -0.572 2.375 7.097
H -2.009 0.356 7.248
H -2.515 -0.943 5.196
H -1.596 -0.228 3.015
H -2.100 3.704 2.408
H -2.323 6.122 2.565
H -0.308 7.580 2.551
H 1.944 6.544 2.390
H 2.174 4.113 2.246
H 4.720 3.313 0.208
H 7.013 3.655 0.907
H 7.848 2.723 3.058
H 6.281 1.409 4.471
H 3.998 1.006 3.762
H 3.028 -0.909 -2.798
H 3.295 -0.366 -5.161
H 2.364 1.746 -6.080
H 1.130 3.289 -4.573
H 0.800 2.710 -2.223
H 4.457 0.229 0.130
H 5.880 -1.710 0.500
H 4.951 -4.004 0.269
H 2.558 -4.298 -0.293
H 1.101 -2.340 -0.592
S -5.183 3.119 1.628
C -3.828 2.374 0.960
N -2.892 1.860 0.496
*
```

Computed properties:
E_LUMO: 4.071 eV
Max |F|: 0.95 eV/Å
HOMO energy: -0.8 eV
DFT total energy: -108311.107 eV
ΔE to the lowest compared entry with this formula, charge and spin: 0.0 kcal per mole

=====

The following is a DFT calculation (ωB97M-V/def2-TZVPD) of 2 unconnected molecules or ions with the total composition C42H37N7O5 at a distorted geometry.

ORCA input file:
```
! wB97M-V def2-TZVPD RIJCOSX def2/J DEFGRID3
* xyz 0 1
N 3.382 1.533 -3.159
C 2.826 1.050 -2.245
C 2.120 0.404 -1.176
C 2.501 0.534 0.189
C 1.603 0.029 1.139
N 1.546 0.231 2.516
O 2.242 0.850 3.316
O 0.398 -0.486 2.971
N -0.248 -1.094 1.926
C 0.479 -0.756 0.823
C 0.213 -1.048 -0.567
N -0.789 -1.980 -1.026
O -1.471 -2.657 -0.233
O -0.917 -2.075 -2.277
C 1.011 -0.413 -1.527
H 3.362 1.111 0.529
H 0.803 -0.591 -2.586
C 3.514 3.617 4.695
C 4.149 3.665 3.339
C 5.538 3.765 3.219
C 6.164 3.705 1.965
C 7.651 3.863 1.870
C 5.350 3.514 0.843
N 5.950 3.232 -0.426
C 6.775 2.161 -0.665
C 6.836 1.029 0.255
C 5.523 0.399 0.725
C 5.309 0.398 2.180
C 5.107 -0.718 -0.084
C 5.102 -0.562 -1.484
C 4.658 -1.583 -2.316
C 4.139 -2.754 -1.764
C 4.133 -2.932 -0.374
C 4.615 -1.938 0.462
O 7.962 0.668 0.661
N 7.613 2.515 -1.654
C 8.901 2.022 -2.065
C 9.075 0.700 -2.523
C 7.960 -0.280 -2.584
C 10.335 0.293 -2.965
C 11.407 1.183 -3.027
C 12.735 0.731 -3.556
C 11.211 2.494 -2.588
C 9.978 2.931 -2.098
C 9.869 4.338 -1.622
N 7.201 3.739 -2.188
C 6.233 4.169 -1.417
C 5.516 5.426 -1.570
C 5.170 5.795 -2.890
C 4.343 6.892 -3.108
C 3.896 7.661 -2.026
C 4.293 7.341 -0.722
C 5.148 6.267 -0.493
C 3.958 3.588 0.911
C 3.115 3.632 -0.328
C 3.366 3.629 2.183
H 2.725 2.854 4.724
H 4.267 3.371 5.451
H 3.069 4.587 4.953
H 6.151 3.867 4.119
H 7.945 4.616 1.123
H 8.028 4.206 2.843
H 8.150 2.910 1.643
H 5.781 -0.484 2.647
H 5.742 1.295 2.641
H 4.237 0.384 2.424
H 5.419 0.407 -1.882
H 4.707 -1.453 -3.398
H 3.733 -3.535 -2.409
H 3.760 -3.860 0.065
H 4.643 -2.069 1.549
H 8.289 -1.173 -3.129
H 7.667 -0.604 -1.580
H 7.090 0.125 -3.110
H 10.475 -0.741 -3.292
H 13.334 1.589 -3.879
H 13.310 0.189 -2.792
H 12.597 0.051 -4.405
H 12.041 3.204 -2.632
H 10.823 4.835 -1.820
H 9.088 4.887 -2.154
H 9.679 4.411 -0.543
H 5.532 5.172 -3.709
H 4.039 7.139 -4.125
H 3.239 8.516 -2.198
H 3.929 7.929 0.124
H 5.529 6.060 0.510
H 3.648 3.199 -1.177
H 2.192 3.057 -0.169
H 2.823 4.660 -0.595
H 2.275 3.623 2.260
*
```

Computed properties:
E_LUMO: -1.954 eV
Max |F|: 4.03 eV/Å
HOMO energy: -5.7 eV
DFT total energy: -64812.204 eV
ΔE to the lowest compared entry with this formula, charge and spin: 35.1 kcal per mole

=====

- DFT total energy of number 7 (C42H37N7O5)?
  -64812.204 eV